Formula: C36H72NO32S7
Source: the OMol25 dataset
Level of theory: ωB97M-V/def2-TZVPD

Computed properties:
HOMO level   -11.70 eV
Kohn-Sham gap   9.778 eV
Charge   +1
ΔE to the lowest compared entry with this formula, charge and spin   17.7 kcal/mol

```
148
C36H72NO32S7 (ωB97M-V/def2-TZVPD)
C -1.2717 0.7574 -4.0682
C -2.3042 -0.2679 -3.5358
C -3.1028 0.3540 -2.3869
C -4.2760 -0.5703 -1.9675
C -4.4413 -0.6458 -0.4372
C -3.6859 -1.8689 0.0961
C -3.5508 -1.8439 1.6177
C -2.7978 -3.0284 2.2077
N -1.3661 -3.1174 1.7111
C -0.5214 -2.0900 2.4574
O 0.4118 -1.4817 1.6367
C -0.1426 -0.6551 0.6018
C 0.1533 -1.2954 -0.7597
C 0.2233 -2.6995 3.6337
C 1.0905 -3.9127 3.2464
C 0.6629 -4.4848 1.8924
C 1.3286 -5.8354 1.6385
C 2.8299 -5.6796 1.3362
C 3.1281 -4.6385 0.2383
C 3.3583 -3.2196 0.7691
C 4.6023 -3.0480 1.6631
O 4.2643 -2.7736 3.0363
C 3.9158 -1.5014 3.3292
C 4.4065 -0.9972 4.6576
O 3.2194 -0.8414 2.6113
C -0.8625 -4.5279 1.8951
O -1.3500 -5.2080 0.7668
H -1.1745 0.7180 -5.1495
H -0.2946 0.5964 -3.6091
H -1.6174 1.7545 -3.7911
H -3.0183 -0.4824 -4.3330
H -1.7776 -1.1704 -3.2190
H -2.4635 0.4683 -1.5044
H -3.5334 1.3013 -2.7105
H -5.2049 -0.2940 -2.4645
H -4.0216 -1.5810 -2.3052
H -5.4898 -0.7343 -0.1436
H -4.0045 0.2370 0.0341
H -2.6799 -1.8077 -0.3421
H -4.1756 -2.7906 -0.2279
H -4.5425 -1.8475 2.0792
H -3.0858 -0.9037 1.9317
H -2.7157 -2.8882 3.2858
H -3.2870 -3.9643 1.9462
H -1.4072 -2.9662 0.6987
H -1.1821 -1.3257 2.8723
H 0.2776 0.3485 0.6107
H -1.2215 -0.5998 0.7556
H 1.0989 -1.8351 -0.6555
H -0.5876 -2.0482 -1.0446
H 0.2790 -0.5545 -1.5456
H -0.4519 -2.8906 4.4685
H 0.8875 -1.8935 3.9481
H 2.1526 -3.6887 3.3009
H 0.9100 -4.7160 3.9694
H 0.9359 -3.8166 1.0714
H 1.2439 -6.4219 2.5611
H 0.8626 -6.4020 0.8336
H 3.1872 -6.6466 0.9778
H 3.3992 -5.4383 2.2376
H 2.2246 -4.5673 -0.3818
H 3.9279 -4.9435 -0.4372
H 2.5015 -2.8922 1.3531
H 3.4381 -2.5311 -0.0746
H 5.2232 -2.2621 1.2359
H 5.1589 -3.9829 1.6994
H 3.5541 -0.8912 5.3195
H 5.0748 -1.7266 5.1098
H 4.9093 -0.0426 4.5281
H -1.2777 -4.9378 2.8187
H -1.7336 -6.0524 1.0191
C -3.6047 3.0615 4.5015
C -2.8228 4.0215 3.6283
O -1.7163 3.2328 3.1592
S -2.1580 1.7346 2.9773
O -2.4723 1.4954 1.6102
O -1.2287 0.8967 3.6622
O -3.5155 1.7988 3.8072
H -3.1435 2.9445 5.4830
H -4.6451 3.3488 4.6207
H -2.4592 4.8904 4.1677
H -3.4024 4.3466 2.7631
C 1.9900 2.1223 2.5938
C 1.7813 2.5018 4.0433
O 1.6659 3.9322 4.0234
S 0.9650 4.3902 2.6742
O -0.4253 4.5978 2.8959
O 1.7655 5.3921 2.0679
O 1.1310 3.0164 1.8653
H 3.0197 2.2962 2.2762
H 1.7197 1.0902 2.3924
H 2.6064 2.2051 4.6814
H 0.8504 2.0864 4.4373
C 6.7801 3.4798 6.0123
C 7.2182 4.5526 5.0374
O 5.9920 5.0311 4.4695
S 4.8240 4.9620 5.5594
O 4.6685 6.2308 6.1699
O 3.7181 4.2798 4.9869
O 5.5787 3.9966 6.5948
H 6.5414 2.5455 5.4990
H 7.5171 3.2889 6.7873
H 7.8688 4.1735 4.2547
H 7.7086 5.3832 5.5485
C 1.6061 -0.9311 10.1588
C 1.4317 -2.0246 9.1258
O 1.5536 -1.3397 7.8676
S 2.5858 -0.1247 8.0153
O 3.8620 -0.5387 7.5457
O 1.9687 1.0481 7.5119
O 2.6229 -0.0824 9.6053
H 0.6955 -0.3428 10.2816
H 1.9248 -1.3118 11.1247
H 0.4664 -2.5178 9.1912
H 2.2275 -2.7688 9.1907
C -2.6052 1.7250 -7.8867
C -3.8200 2.0077 -8.7415
O -4.8331 1.1326 -8.2058
S -4.6180 0.9595 -6.6375
O -5.4816 1.8566 -5.9531
O -4.5879 -0.4303 -6.3389
O -3.1378 1.5373 -6.5586
H -2.1068 0.8067 -8.1913
H -1.8913 2.5420 -7.8958
H -3.6542 1.7968 -9.7927
H -4.1652 3.0359 -8.6280
C -2.7539 7.3565 -10.4753
C -2.9552 6.9902 -9.0196
O -3.3749 5.6165 -9.0617
S -2.6724 4.8756 -10.2899
O -1.5335 4.1736 -9.8111
O -3.6765 4.2216 -11.0490
O -2.1790 6.1771 -11.0615
H -3.7022 7.5612 -10.9746
H -2.0843 8.2013 -10.6075
H -3.7107 7.5970 -8.5297
H -2.0211 7.0467 -8.4581
C -0.7296 -2.9963 -8.9022
C 0.7722 -3.1963 -8.9009
O 1.3037 -1.8673 -9.0078
S 0.3406 -0.8400 -8.2571
O 0.8423 -0.5934 -6.9528
O 0.0299 0.2163 -9.1520
O -0.9282 -1.8031 -8.1296
H -1.1105 -2.8218 -9.9097
H -1.2665 -3.8253 -8.4503
H 1.1186 -3.8045 -9.7311
H 1.1188 -3.6302 -7.9609
```

Formula: C36H72O27
Source: the OMol25 dataset
Level of theory: ωB97M-V/def2-TZVPD

Computed properties:
HOMO level   -10.23 eV
Kohn-Sham gap   10.647 eV
Structure (SMILES)   CCOC(=O)OC.CCOC(=O)OC.CCOC(=O)OC.CCOC(=O)OC.CCOC(=O)OC.CCOC(=O)OC.CCOC(=O)OC.CCOC(=O)OC.CCOC(=O)OC
ΔE to the lowest compared entry with this formula, charge and spin   119.6 kcal/mol

```
135
C36H72O27 (ωB97M-V/def2-TZVPD)
C -4.5427 -5.2800 -0.7059
C -3.4936 -5.4222 -1.7845
O -2.2703 -5.5312 -1.1140
C -1.1712 -5.2805 -1.8872
O -1.1627 -4.7604 -2.9909
O -0.0883 -5.5385 -1.1624
C 1.2107 -5.5002 -1.7416
H -4.1248 -4.6097 0.0452
H -4.6007 -6.2126 -0.1447
H -5.5492 -5.0103 -1.0258
H -3.5444 -4.5394 -2.4217
H -3.6938 -6.2647 -2.4465
H 1.4912 -6.4282 -2.2399
H 2.0054 -5.3685 -1.0073
H 1.3281 -4.6802 -2.4500
C 5.3502 2.0514 -1.2398
C 6.7253 1.4188 -1.6122
O 6.7556 1.0189 -3.0119
C 7.8842 0.5511 -3.5711
O 8.9869 0.5383 -3.0496
O 7.6896 0.3749 -4.8821
C 8.7347 0.4085 -5.8232
H 5.2987 2.4584 -0.2299
H 4.5378 1.3249 -1.2536
H 5.2706 2.9436 -1.8609
H 6.7689 0.4945 -1.0363
H 7.5589 2.0662 -1.3399
H 9.6354 -0.0361 -5.3998
H 8.9792 1.4458 -6.0522
H 8.5364 0.0308 -6.8263
C -0.2382 2.7683 4.7186
C 0.9594 2.7856 3.7943
O 1.8730 3.8148 4.2068
C 3.1710 3.5626 4.2726
O 3.7237 2.4881 3.9936
O 3.8206 4.6937 4.6645
C 5.2022 4.7835 4.6723
H -0.6080 3.7843 4.8570
H 0.1293 2.5400 5.7190
H -0.9880 1.9907 4.5730
H 0.6343 3.1345 2.8141
H 1.3265 1.7704 3.6439
H 5.7652 4.2147 5.4122
H 5.4786 5.8074 4.9239
H 5.5112 4.5396 3.6559
C -1.8550 -0.5062 2.8784
C -1.3639 -1.9479 2.8568
O -1.8640 -2.8637 3.8490
C -1.5060 -2.8235 5.1331
O -0.5701 -2.1514 5.6082
O -2.2432 -3.6486 5.9372
C -3.2647 -4.5556 5.5229
H -2.8844 -0.3298 2.5666
H -1.2379 0.1568 2.2720
H -1.8030 -0.1052 3.8906
H -0.2968 -2.0151 3.0686
H -1.5303 -2.3719 1.8665
H -3.9930 -4.0639 4.8779
H -3.8197 -4.9735 6.3628
H -2.9410 -5.4540 4.9974
C -4.8424 -1.8612 -1.1852
C -5.2520 -0.4986 -0.5487
O -6.3804 0.1368 -1.1792
C -7.5875 -0.4970 -1.1491
O -7.8685 -1.3717 -0.2698
O -8.4455 0.0847 -1.9768
C -9.8111 -0.3081 -2.0073
H -4.1136 -2.4094 -0.5881
H -4.4442 -1.6051 -2.1670
H -5.7467 -2.4575 -1.3070
H -4.4658 0.2372 -0.3797
H -5.5976 -0.6830 0.4685
H -10.3180 -0.0373 -2.9335
H -10.3666 0.1996 -1.2188
H -9.9527 -1.3696 -1.8042
C -5.9604 2.4755 -4.0473
C -4.8236 2.1056 -5.0988
O -3.9143 1.1211 -4.6202
C -2.6859 0.9111 -5.0606
O -2.0174 1.6634 -5.7904
O -2.2802 -0.2545 -4.4693
C -0.9802 -0.8419 -4.8594
H -6.2411 1.5739 -3.5027
H -6.8452 2.9802 -4.4353
H -5.3681 3.1576 -3.4374
H -4.3365 2.9694 -5.5512
H -5.3531 1.6864 -5.9544
H -0.4392 -1.3198 -4.0426
H -0.2555 -0.1079 -5.2116
H -1.1622 -1.5365 -5.6794
C -1.2402 3.6713 0.6056
C -0.6017 5.0146 0.9639
O -0.0961 5.7816 -0.0798
C 1.1817 5.7170 -0.4335
O 2.0623 5.0815 0.1943
O 1.2988 6.3989 -1.5695
C 2.5558 6.3402 -2.2750
H -1.5679 3.2329 1.5482
H -0.5035 2.9914 0.1778
H -2.0772 3.7377 -0.0896
H 0.1323 4.7901 1.7378
H -1.3698 5.6343 1.4266
H 3.2701 6.9733 -1.7487
H 2.4446 6.8184 -3.2482
H 2.9009 5.3064 -2.2944
C -1.0950 -1.8150 -1.1064
C -0.9728 -0.3705 -1.3234
O -0.3261 0.3010 -0.2340
C 1.0649 0.2810 -0.1157
O 1.9436 -0.3369 -0.7860
O 1.2948 1.0795 0.9344
C 2.5386 1.6375 1.0480
H -0.1091 -2.2630 -0.9824
H -1.6936 -2.3412 -1.8500
H -1.7065 -2.1271 -0.2598
H -1.9595 0.0657 -1.4787
H -0.5462 -0.1434 -2.3005
H 2.8218 2.1067 0.1058
H 3.3133 0.9284 1.3398
H 2.4072 2.3922 1.8234
C 4.3658 -2.9872 0.1973
C 4.8423 -2.6640 1.6354
O 3.7285 -2.2492 2.4354
C 3.8666 -1.8946 3.7023
O 4.9342 -1.8140 4.3407
O 2.6280 -1.6885 4.1812
C 2.3889 -1.2976 5.5389
H 4.2576 -2.0341 -0.3204
H 3.4291 -3.5356 0.0977
H 5.1667 -3.5956 -0.2229
H 5.6977 -1.9903 1.5843
H 5.2865 -3.5603 2.0682
H 1.7733 -0.4005 5.4735
H 3.2504 -0.9901 6.1317
H 1.7803 -2.0148 6.0896
```